Entry 1:
149
Properties=species:S:1:pos:R:3 method="wB97M-V/def2-TZVPD" homo_ev="-0.258 / -1.727" e_lumo_ev="3.6 / 3.6" e_above_lowest_ev=0.000 charge=-2
C 0.992 1.905 -4.309
H 2.749 5.629 2.946
C 1.705 -2.708 4.567
C -2.153 -2.372 0.966
H 0.948 -5.979 0.792
C -1.292 5.223 2.730
H -0.607 5.944 2.287
H 4.584 -0.415 -1.812
C 0.841 -4.911 1.008
H 4.059 1.930 4.195
H -0.099 -4.764 1.543
C 1.316 -1.464 2.541
C 3.313 2.536 4.705
C -2.312 -1.955 -3.672
I -4.319 3.382 -1.398
C 2.125 5.022 0.180
H 5.330 3.540 -1.556
H -2.597 2.904 2.597
H 3.925 -3.600 3.130
C -4.512 -2.560 0.675
H 4.424 2.839 1.000
C -0.253 -1.372 4.353
H 0.537 3.575 -1.458
C -0.027 3.028 -4.518
H -0.450 -1.294 -4.584
C 5.053 2.056 0.572
C 2.028 6.056 -0.936
H 1.353 -2.393 -3.409
C -0.697 -3.005 -1.919
C 0.521 -2.240 5.102
C 2.701 4.939 4.965
Br -1.952 -0.852 5.034
C 4.274 1.274 -0.477
C -0.385 -4.116 -1.093
C 3.861 3.951 4.937
C -2.679 -4.185 -2.644
C 0.126 -0.904 3.079
C 5.151 0.172 -1.087
C 1.067 5.597 -2.049
H 2.114 0.491 -5.521
O -2.118 1.528 -0.236
H -0.810 4.492 -2.134
C 2.126 -2.383 3.265
H -2.242 5.273 2.172
C 0.078 4.566 -1.502
H 1.661 -4.616 1.666
N -0.738 3.886 2.616
C 2.574 1.675 -2.298
H -1.121 4.294 0.250
H 1.162 2.613 4.603
C -3.333 -3.115 1.095
N 1.614 -1.106 1.247
C -2.377 -5.261 -1.829
H 5.523 -0.500 -0.310
H 4.604 4.745 -3.576
C -0.325 4.958 -0.091
H 0.583 1.009 -6.244
Bi 0.110 0.391 0.208
H 1.891 1.661 3.315
C -2.528 4.549 4.805
H -0.389 3.399 -3.560
C 3.263 -2.925 2.608
H 3.033 5.937 5.262
C -4.527 -1.241 0.170
H -2.020 6.587 4.237
H 2.638 -0.484 -3.485
C -1.379 -1.777 -4.878
H 3.426 0.812 0.019
H 1.903 -5.593 -1.464
N 0.824 4.878 0.855
H -0.975 -6.064 -0.431
C 2.007 2.573 3.900
C 4.437 3.214 -2.075
C 0.894 -4.086 -0.280
C 1.090 -1.641 -2.655
H 0.198 -2.558 6.083
H -3.031 -6.125 -1.793
C 3.484 -2.598 1.258
H 2.999 -4.539 -0.542
H 2.861 5.354 0.916
N 0.088 -1.866 -1.841
C -3.283 -0.549 0.131
P 0.695 3.468 1.809
C 2.931 3.444 -3.913
H 2.776 -1.476 -0.435
C 3.728 2.120 -1.604
C -2.558 -0.617 -2.969
H -1.665 -0.283 -2.442
C 2.078 -4.566 -1.129
C 2.189 2.350 -3.482
H -3.275 -2.287 -4.073
C 2.085 5.019 3.570
H 3.104 2.056 5.664
H 1.633 5.160 -2.872
H -3.309 -4.111 1.518
H 1.076 -3.043 -0.018
C -4.415 1.394 -0.718
Cl -7.237 -1.389 -0.259
C -5.629 0.718 -0.731
O -0.584 -0.053 2.400
H 2.635 3.960 -4.821
N 1.957 3.697 2.952
H 4.310 -3.044 0.718
H 2.210 -3.935 -2.007
H 1.978 2.102 -6.239
H -2.691 4.767 5.865
H 1.126 5.544 3.616
H -1.194 -2.780 1.268
H 0.521 6.460 -2.445
H -2.842 0.151 -3.694
H -1.013 3.074 5.201
H -3.502 4.599 4.306
C -1.645 2.878 3.151
H 4.435 3.992 5.867
H -0.721 5.983 -0.091
H -0.886 2.651 -5.080
C -1.223 -5.220 -1.064
H 4.532 4.226 4.117
C -5.686 -0.577 -0.280
H -1.141 -2.743 -5.330
C 1.888 -0.495 -2.689
H 2.478 4.068 -0.223
C -1.942 3.148 4.627
H -3.366 -0.718 -2.243
C -3.194 0.850 -0.273
C 1.446 1.343 -5.661
N -2.138 -1.156 0.488
C 4.041 3.890 -3.220
H -1.864 -1.151 -5.633
H -3.581 -4.212 -3.247
H -2.629 2.393 5.006
H 5.962 2.501 0.155
H -5.439 -3.113 0.732
C -1.587 5.582 4.188
N 0.887 2.118 1.118
H 6.004 0.621 -1.605
H -1.213 1.892 2.997
H 0.481 1.110 -3.770
H -6.528 1.203 -1.085
H 1.959 4.606 5.698
C -1.865 -3.058 -2.719
H 5.351 1.372 1.369
H -0.653 5.590 4.758
Br 2.762 -3.884 5.648
H 3.026 6.231 -1.344
H 0.399 3.864 -5.078
C 2.652 -1.721 0.613
H 1.680 6.997 -0.498
N 1.866 0.553 -1.859


Entry 2:
17
Properties=species:S:1:pos:R:3 method="wB97M-V/def2-TZVPD" homo_ev="-10.052 / -10.051" e_lumo_ev="-3.8 / -3.8" e_above_lowest_ev=0.000
Se -1.297 0.306 -2.254
F 0.234 -2.769 -1.966
Mo -0.484 0.549 -0.225
F 2.473 -2.370 -1.729
B 1.330 -2.771 -1.216
F 2.227 3.850 0.547
F 2.810 1.260 0.674
O 0.592 1.949 -0.263
F -0.115 3.380 1.707
F -1.971 1.263 0.618
F 0.837 -0.798 -0.284
F 1.297 -3.393 -0.049
Se -1.568 -1.680 0.993
F 0.359 0.675 1.843
Te 1.533 2.404 1.538
Se -4.491 -0.181 -0.648
Se -3.768 -1.676 0.715


Entry 3:
117
Properties=species:S:1:pos:R:3 method="wB97M-V/def2-TZVPD" homo_ev=-6.678 e_lumo_ev=1.9 e_above_lowest_ev=0.000 charge=-1
H -4.282 -0.728 0.925
C 0.564 7.793 -1.694
H -2.554 -2.800 2.614
O 0.590 3.041 0.629
S 1.230 -3.848 -4.158
H 3.417 5.434 0.687
H -1.061 7.151 -0.437
H 2.051 -1.548 3.672
C 0.389 -7.499 -2.406
C -3.950 -3.531 4.049
H -7.846 -5.208 2.456
H 3.540 -3.413 -4.805
H -4.286 2.472 -0.863
C -0.200 -0.273 1.176
H 5.751 -2.041 2.350
C 1.740 -1.371 4.699
C 0.424 -8.554 -1.309
O 2.486 0.243 6.762
C 3.447 5.611 1.760
C -2.999 -2.460 3.552
C -1.410 2.144 -3.248
H 3.134 -5.112 -4.509
H -3.589 -0.162 -0.629
H 3.627 6.679 1.911
H -1.247 -4.941 -0.278
O 1.677 1.470 -4.922
H 3.650 2.722 1.392
C -0.228 -4.525 -0.315
H -5.926 2.748 -1.498
H -0.700 8.964 -0.415
S -5.792 0.655 -0.320
H 1.421 -7.322 -2.716
C 1.270 -2.033 -4.048
H 5.105 -3.458 1.415
C -0.109 4.161 0.775
H 3.329 -3.447 -0.157
H 4.217 -2.671 2.782
C 2.924 -2.456 0.047
H 0.242 -1.707 -4.141
O 0.062 1.070 -0.685
O 1.789 -5.712 -0.815
C 2.011 5.905 -2.003
N -0.366 2.220 -4.248
H 1.722 -1.823 -3.077
O -5.925 -5.330 4.274
O 0.818 -4.178 -5.556
O -0.275 -1.270 1.830
H 2.857 3.957 -1.748
C 0.030 -0.208 -0.356
H 3.457 -4.237 -3.153
H 2.229 -2.120 5.335
C 0.594 -5.585 -0.982
O -4.973 -3.690 3.074
B -0.304 1.891 0.489
C -1.580 3.777 0.567
H 0.081 8.174 -2.590
C -0.242 3.455 -4.974
H -0.445 -8.521 -0.658
O -1.671 2.476 0.386
H 1.059 4.005 -1.909
H -0.378 -3.683 -0.992
H 0.686 -1.518 4.929
H -0.767 4.329 -4.591
C 0.654 1.336 -4.280
O -2.517 4.528 0.601
S 2.464 0.179 5.266
C 3.701 3.040 2.432
C -0.318 7.948 -0.443
H -4.387 -3.307 5.025
H -0.711 3.444 -5.980
O 0.287 -1.157 -1.036
C 3.008 -4.086 -4.139
H 2.667 3.158 2.768
H 1.337 2.268 4.970
H 2.538 -2.046 -0.886
H -1.265 2.708 -2.327
H 2.078 4.261 -3.330
O 3.419 -0.341 1.445
H -7.605 -3.488 2.473
S 4.208 -1.368 0.687
H -3.645 0.991 0.685
S 4.590 4.597 2.726
C -5.951 -4.556 3.354
C 4.871 -2.524 1.922
H -2.329 2.508 -3.716
H -3.373 -4.445 4.217
H -4.829 1.607 -2.336
C 2.008 4.407 -2.251
H 0.565 -9.509 -1.825
H 1.337 -8.458 -0.722
O -6.489 1.364 0.798
H 1.052 1.107 3.657
O -0.096 -6.235 -1.916
H 1.524 8.279 -1.535
H 2.463 5.488 2.214
H 1.981 -1.651 -4.778
O 3.023 6.563 -1.901
O 0.781 6.381 -1.889
H 0.793 3.605 -5.278
C 1.077 1.238 4.743
H 0.125 0.892 5.135
C -4.149 0.124 0.265
H -0.248 -7.781 -3.235
H -0.027 -4.275 0.720
O -0.272 0.964 1.626
O 4.336 4.871 4.178
H 0.278 7.711 0.437
H -1.628 1.119 -2.946
H 2.085 -2.406 0.740
O 0.365 5.234 0.990
H -3.544 -1.568 3.226
C -5.135 2.014 -1.371
C -7.075 -4.442 2.390
H -6.813 -4.466 1.328
H 0.415 0.511 -3.588
H -2.260 -2.159 4.287
H 4.117 2.260 3.067


Entry 4:
57
Properties=species:S:1:pos:R:3 method="wB97M-V/def2-TZVPD" homo_ev="-6.782 / -8.605" e_lumo_ev="0.0 / 0.1" e_above_lowest_ev=0.000 spin_multiplicity=5
O 0.844 0.388 2.100
H 1.506 2.859 0.557
C -4.094 -1.608 -0.185
H 1.720 -1.088 -3.430
C -2.022 -0.168 0.130
H -5.293 0.100 0.247
H 3.381 -2.597 1.498
H 3.673 -1.049 2.403
H -0.008 -2.842 -2.419
C 0.329 0.081 4.637
O 0.361 2.375 3.392
C 2.611 -2.815 -1.211
H -1.104 -0.364 0.689
C -4.998 -0.506 -0.626
H -1.816 1.599 1.315
C 1.442 2.406 -0.445
O 2.524 1.198 3.737
H 4.448 2.542 0.451
C -3.180 2.078 -0.219
C 2.922 -1.654 1.849
P 1.413 -1.461 -1.048
C -2.826 -1.427 0.193
H -2.869 3.105 0.020
H -0.449 -2.901 -0.665
H -1.656 0.044 -0.878
H -0.898 -1.472 -1.678
H 1.427 3.214 -1.183
H 5.189 1.447 -0.730
H -4.249 2.628 -1.939
C -0.149 -2.257 -1.503
H -3.692 -0.053 -2.336
H -0.657 -0.172 4.238
H -5.282 0.675 -2.360
C -3.928 1.797 -1.288
H 0.467 1.895 -0.473
H -2.245 -2.294 0.509
Cr 2.049 -0.287 0.590
H 3.750 0.086 -2.591
H 2.595 -3.259 -2.218
C 4.372 2.153 -0.567
C 2.778 0.582 -2.420
C -4.437 0.444 -1.706
P 2.843 1.228 -0.668
H 2.282 -3.556 -0.470
H -4.497 -2.631 -0.268
H 0.908 -0.831 4.808
H -5.900 -0.991 -1.050
H 3.599 -2.437 -0.924
C -2.636 1.090 0.771
H 2.078 -1.914 2.523
H 0.239 0.637 5.578
H 2.693 1.415 -3.133
C 1.617 -0.409 -2.571
H 0.655 0.121 -2.669
H -3.368 0.749 1.521
H 4.435 2.968 -1.292
S 1.104 1.135 3.404


Entry 5:
18
Properties=species:S:1:pos:R:3 method="wB97M-V/def2-TZVPD" homo_ev=-9.617 e_lumo_ev=-1.3 e_above_lowest_ev=0.832
F 2.418 -1.342 0.387
F 3.210 -0.057 -1.167
C 0.981 0.399 -0.396
S 0.667 1.927 -0.907
H -2.425 -0.604 -0.260
C -1.520 0.020 -0.312
H -1.888 0.031 1.647
O -0.660 -3.202 -0.950
C -1.773 0.850 0.969
O -0.230 -1.669 0.826
H -1.236 1.646 1.414
H -1.456 0.396 -1.301
C -0.186 -0.703 -0.230
C 2.445 -0.034 -0.060
C -0.476 -2.260 -0.288
H -2.867 1.240 0.893
O 1.911 2.608 -1.082
F 3.085 0.755 0.818


Entry 6:
14
Properties=species:S:1:pos:R:3 method="wB97M-V/def2-TZVPD" homo_ev="-20.347 / -19.931" e_lumo_ev="-15.9 / -15.9" spin_multiplicity=2 charge=+3
H 0.976 3.395 -0.250
O -2.320 -0.478 -1.403
Sn -0.196 -3.077 2.402
C 1.853 3.129 0.367
O -0.282 -1.716 1.231
C 2.805 2.379 0.304
C -1.104 -0.687 -1.083
C -0.070 -0.531 1.043
H -2.450 -0.141 -2.308
C -0.191 -1.442 -1.681
H 0.547 1.204 1.568
H 0.372 -2.345 -1.923
O -0.387 0.043 -0.147
O 0.447 0.268 1.881


no.,maximum force (eV/Å)
1,0.74
2,0.30
3,2.37
4,6.94
5,4.87
6,8.69